1.
The following is a DFT calculation (ωB97M-V/def2-TZVPD) of a cluster of 2 separate species, C5H14N2Si in total.

ORCA input file:
```
! RIJCOSX wB97M-V def2-TZVPD def2/J DEFGRID3
* xyz 0 1
C 0.329 -1.524 -0.781
C -0.384 -1.147 0.256
C 0.737 -3.983 -0.090
C -2.069 3.068 -0.039
C 0.900 -2.992 -1.175
N 1.034 2.312 -0.359
N 0.085 3.208 2.080
Si -0.451 2.388 0.665
H 0.780 -0.852 -1.490
H -1.024 -1.482 1.036
H 0.793 -5.021 -0.520
H -0.288 -3.774 0.365
H 1.550 -4.098 0.716
H -2.356 4.135 -0.216
H -2.220 2.611 -1.022
H -3.020 2.693 0.407
H 1.953 -2.836 -1.533
H 0.527 -3.318 -2.144
H 0.730 1.795 -1.237
H 1.673 1.759 0.135
H 0.134 4.270 2.023
H 0.587 2.787 2.925
*
```

The calculation puts the molar mass at 130.3 g/mol. The HOMO energy (alpha / beta) is -0.3003 / -0.2425 hartree. For the LUMO energy (alpha / beta), the calculation gives 0.12 / 0.20 eV. Its energy relative to the best compared isomer or geometry (same formula, charge and spin) is 4.107 eV. The electronic energy is -16266.0528 eV. The HOMO-LUMO gap (alpha / beta) is 8.293 / 6.797 eV.

Taken from the Mulliken analysis, the atomic charges in e are:
1 C -0.033
2 C -0.640
3 C -0.887
4 C -0.999
5 C -0.326
6 N -0.553
7 N -0.370
8 Si 0.027
9 H 0.212
10 H 0.308
11 H 0.288
12 H 0.228
13 H 0.236
14 H 0.354
15 H 0.289
16 H 0.328
17 H 0.287
18 H 0.293
19 H 0.232
20 H 0.285
21 H 0.206
22 H 0.238

---

2.
The following is a DFT calculation (ωB97M-V/def2-TZVPD) of a structure of composition C5H14N3.

ORCA input file:
```
! RIJCOSX wB97M-V def2-TZVPD def2/J DEFGRID3
* xyz 1 1
C 1.200 0.458 0.065
C -0.039 0.455 -1.031
C 0.152 -1.172 1.454
C 2.333 -1.666 0.477
C -2.381 1.378 -1.086
N 1.208 -0.851 0.784
N -0.916 -0.542 1.585
N -1.037 1.360 -0.459
H 2.150 0.809 -0.452
H 1.076 1.180 0.847
H 0.328 0.874 -2.014
H -0.416 -0.650 -1.102
H 0.455 -2.312 2.108
H 2.113 -2.475 1.178
H 2.271 -1.883 -0.514
H 3.234 -1.314 0.817
H -2.898 2.185 -0.593
H -2.303 1.610 -2.149
H -2.855 0.399 -0.954
H -0.975 0.328 0.988
H -1.803 -0.958 1.955
H -0.857 2.320 -0.546
*
```

The calculation puts the molar mass at 116.2 g/mol. The HOMO energy is -0.4930 hartree. For the LUMO energy, the calculation gives -2.78 eV. Its energy relative to the best compared isomer or geometry (same formula, charge and spin) is 3.143 eV. The electronic energy is -9874.0234 eV. The HOMO-LUMO gap is 10.629 eV.

Taken from the Mulliken analysis, the atomic charges in e are:
1 C -0.942
2 C -0.501
3 C 0.239
4 C -0.934
5 C -0.976
6 N 0.013
7 N -0.242
8 N -0.399
9 H 0.375
10 H 0.515
11 H 0.440
12 H 0.308
13 H 0.205
14 H 0.298
15 H 0.391
16 H 0.363
17 H 0.338
18 H 0.355
19 H 0.315
20 H 0.355
21 H 0.304
22 H 0.178

---

3.
The following is a DFT calculation (ωB97M-V/def2-TZVPD) of the ion C5H14N3 with charge +1.

ORCA input file:
```
! RIJCOSX wB97M-V def2-TZVPD def2/J DEFGRID3
* xyz 1 1
C 1.809 1.033 2.079
C 1.075 -0.035 1.181
N -0.443 -0.027 1.520
C 1.237 0.547 -0.312
C 0.544 -0.420 -1.430
N -0.804 -0.616 -1.086
C -1.811 -0.651 -1.936
N -3.070 -0.997 -1.564
H 2.666 1.476 1.748
H 1.097 1.914 2.154
H 2.028 0.671 3.062
H 1.530 -1.056 1.042
H -0.477 -0.813 2.224
H -0.739 0.832 2.254
H 2.240 0.715 -0.578
H 0.875 1.539 -0.337
H 0.729 0.066 -2.402
H 1.097 -1.459 -1.360
H -0.972 -0.494 -0.005
H -1.579 -0.707 -3.086
H -3.440 -0.587 -0.784
H -3.594 -0.930 -2.386
*
```

The calculation puts the molar mass at 116.2 g/mol. The HOMO energy is -0.5088 hartree. For the LUMO energy, the calculation gives -3.43 eV. Its energy relative to the best compared isomer or geometry (same formula, charge and spin) is 2.348 eV. The electronic energy is -9874.8185 eV. The HOMO-LUMO gap is 10.414 eV. The SMILES is C[C@@H](N)CC/[NH+]=C/N.

Taken from the Mulliken analysis, the atomic charges in e are:
1 C -1.431
2 C 0.296
3 N -0.807
4 C -1.190
5 C -0.665
6 N 0.048
7 C 0.141
8 N -0.345
9 H 0.435
10 H 0.371
11 H 0.337
12 H 0.343
13 H 0.262
14 H 0.332
15 H 0.530
16 H 0.460
17 H 0.434
18 H 0.245
19 H 0.359
20 H 0.307
21 H 0.257
22 H 0.278

---

4.
The following is a DFT calculation (ωB97M-V/def2-TZVPD) of a cluster of 2 separate species, C5H14N3 in total.

ORCA input file:
```
! RIJCOSX wB97M-V def2-TZVPD def2/J DEFGRID3
* xyz 1 1
C 1.258 1.322 0.881
C 0.897 0.333 1.716
N 1.373 -0.954 1.716
C 0.605 -2.059 2.276
H 2.020 1.159 0.127
H 1.024 2.341 1.150
H 0.299 0.571 2.591
H 1.975 -1.194 0.938
H 1.281 -2.807 2.682
H -0.010 -1.687 3.089
H -0.054 -2.547 1.554
C -1.309 2.124 -2.200
N -0.766 0.953 -1.504
C -1.145 -0.264 -1.729
N -0.697 -1.313 -1.064
H -0.486 2.784 -2.471
H -1.999 2.668 -1.565
H -1.808 1.810 -3.110
H -0.076 1.119 -0.762
H -1.864 -0.467 -2.510
H -0.138 -1.233 -0.227
H -0.966 -2.228 -1.376
*
```

The calculation puts the molar mass at 116.2 g/mol. The HOMO energy is -0.4398 hartree. For the LUMO energy, the calculation gives -3.09 eV. Its energy relative to the best compared isomer or geometry (same formula, charge and spin) is 1.432 eV. The electronic energy is -9875.7339 eV. The HOMO-LUMO gap is 8.877 eV.

Taken from the Mulliken analysis, the atomic charges in e are:
1 C -1.534
2 C 0.363
3 N -0.267
4 C -0.762
5 H 0.444
6 H 0.357
7 H 0.283
8 H 0.271
9 H 0.311
10 H 0.292
11 H 0.237
12 C -0.850
13 N -0.019
14 C 0.257
15 N -0.208
16 H 0.307
17 H 0.319
18 H 0.345
19 H 0.108
20 H 0.356
21 H 0.178
22 H 0.209

---

5.
The following is a DFT calculation (ωB97M-V/def2-TZVPD) of a cluster of 2 separate species, C5H14N3 in total.

ORCA input file:
```
! RIJCOSX wB97M-V def2-TZVPD def2/J DEFGRID3
* xyz 1 1
C 0.388 -1.471 -2.083
C 0.560 -0.373 -1.028
C -0.091 0.952 -1.251
C 0.649 1.924 -0.321
N -0.162 0.243 2.671
C 0.165 1.263 1.896
N 0.975 1.138 0.866
N 0.214 -0.715 0.278
H 0.499 -1.101 -3.094
H -0.567 -1.992 -1.990
H 1.163 -2.214 -1.933
H 1.645 -0.170 -0.940
H -0.128 1.282 -2.280
H -1.108 0.930 -0.876
H -0.065 2.721 -0.084
H 1.511 2.413 -0.775
H -0.359 0.333 3.641
H -0.208 -0.649 2.195
H -0.267 2.244 2.100
H -2.291 -2.656 1.296
H 0.451 -1.727 0.413
H -2.974 -2.376 1.300
*
```

The calculation puts the molar mass at 116.2 g/mol. The HOMO energy is -0.5154 hartree. For the LUMO energy, the calculation gives -6.39 eV. Its energy relative to the best compared isomer or geometry (same formula, charge and spin) is 6.112 eV. The electronic energy is -9871.0541 eV. The HOMO-LUMO gap is 7.635 eV.

Taken from the Mulliken analysis, the atomic charges in e are:
1 C -1.469
2 C 0.290
3 C -0.562
4 C -0.680
5 N -0.188
6 C 0.172
7 N -0.217
8 N -0.403
9 H 0.381
10 H 0.372
11 H 0.425
12 H 0.284
13 H 0.398
14 H 0.306
15 H 0.341
16 H 0.383
17 H 0.230
18 H 0.261
19 H 0.373
20 H -0.130
21 H 0.308
22 H 0.126

---

6.
The following is a DFT calculation (ωB97M-V/def2-TZVPD) of a cluster of 2 separate species, C5H14N3 in total.

ORCA input file:
```
! RIJCOSX wB97M-V def2-TZVPD def2/J DEFGRID3
* xyz 2 2
C 2.600 1.044 -1.871
C 1.802 -0.189 -1.458
C 2.000 -2.467 -1.318
N 2.368 -1.434 -1.990
H 2.005 1.842 -1.438
H 3.670 1.084 -1.429
H 2.569 1.235 -2.958
H 0.791 -0.132 -1.879
H 1.764 -0.275 -0.337
H 1.297 -2.411 -0.439
H 2.292 -3.435 -1.710
C -2.307 -0.253 3.030
N -1.817 1.310 -0.256
C -1.689 0.838 0.971
N -2.604 0.219 1.692
H -3.260 -0.300 3.575
H -1.506 0.421 3.473
H -1.925 -1.282 3.000
H -2.707 1.295 -0.769
H -1.079 1.842 -0.650
H -0.699 0.990 1.417
H -3.563 0.059 1.342
*
```

As for the expectation value of S²: 0.7640. The calculation puts the molar mass at 116.2 g/mol. The HOMO energy (alpha / beta) is -0.6638 / -0.6638 hartree. For the LUMO energy (alpha / beta), the calculation gives -8.18 / -12.22 eV. Its energy relative to the best compared isomer or geometry (same formula, charge and spin) is 2.699 eV. The electronic energy is -9862.3753 eV. The HOMO-LUMO gap (alpha / beta) is 9.885 / 5.847 eV.

Taken from the Mulliken analysis, the atomic charges in e are:
1 C -1.122
2 C -0.185
3 C -0.113
4 N 0.138
5 H 0.325
6 H 0.346
7 H 0.362
8 H 0.304
9 H 0.339
10 H 0.270
11 H 0.327
12 C -0.731
13 N -0.333
14 C 0.299
15 N -0.163
16 H 0.293
17 H 0.300
18 H 0.320
19 H 0.238
20 H 0.233
21 H 0.260
22 H 0.292

---

7.
The following is a DFT calculation (ωB97M-V/def2-TZVPD) of a cluster of 2 separate species, C5H14N3O in total.

ORCA input file:
```
! RIJCOSX wB97M-V def2-TZVPD def2/J DEFGRID3
* xyz 1 1
C 0.754 -0.849 -0.183
C 0.745 0.640 -0.104
C -1.486 -0.046 0.115
C -2.415 0.020 1.296
C -2.143 0.000 -1.314
N -0.453 1.014 0.190
N 1.812 1.439 -0.086
N -0.590 -1.294 0.033
O 4.224 -0.545 0.173
H 1.132 -1.170 -1.115
H 1.530 -1.091 0.520
H -2.998 0.872 1.166
H -1.780 0.125 2.174
H -2.986 -0.927 1.143
H -2.774 -0.786 -1.360
H -1.580 -0.114 -2.137
H -2.858 0.794 -1.576
H -0.626 1.970 0.164
H 2.679 0.888 -0.053
H 1.992 2.330 -0.366
H -0.668 -1.805 0.901
H 4.559 -0.062 0.882
H 4.707 -1.267 -0.130
*
```

The calculation puts the molar mass at 132.2 g/mol. The HOMO energy is -0.4997 hartree. For the LUMO energy, the calculation gives -2.95 eV. Its energy relative to the best compared isomer or geometry (same formula, charge and spin) is 1.272 eV. The electronic energy is -11923.1353 eV. The HOMO-LUMO gap is 10.645 eV.

Taken from the Mulliken analysis, the atomic charges in e are:
1 C -0.560
2 C 0.424
3 C 0.801
4 C -1.431
5 C -1.648
6 N -0.040
7 N -0.325
8 N -0.365
9 O -0.622
10 H 0.312
11 H 0.425
12 H 0.414
13 H 0.390
14 H 0.384
15 H 0.495
16 H 0.435
17 H 0.399
18 H 0.204
19 H 0.164
20 H 0.235
21 H 0.326
22 H 0.296
23 H 0.287

---

8.
The following is a DFT calculation (ωB97M-V/def2-TZVPD) of a cluster of 2 separate species, C5H14N4O in total.

ORCA input file:
```
! RIJCOSX wB97M-V def2-TZVPD def2/J DEFGRID3
* xyz 0 1
C -0.235 -2.501 -1.590
C -0.292 -1.823 -0.239
C 0.047 -0.356 -0.088
N 0.348 0.484 -1.213
C -1.374 -0.833 0.104
N -2.429 -0.551 -0.831
H -0.297 -1.781 -2.414
H 0.716 -3.043 -1.708
H -1.049 -3.228 -1.714
H 0.017 -2.465 0.582
H 0.589 -0.071 0.792
H 1.111 0.139 -1.740
H -0.451 0.614 -1.799
H -1.736 -0.867 1.155
H -2.282 -0.974 -1.736
H -2.582 0.448 -0.951
N 1.499 1.120 2.517
N 1.452 2.452 2.107
C 0.978 2.825 0.888
O 0.557 2.044 0.068
H 0.549 0.735 2.460
H 2.050 0.596 1.832
H 1.798 3.145 2.769
H 1.017 3.887 0.749
*
```

The calculation puts the molar mass at 146.2 g/mol. The HOMO energy is -0.2776 hartree. For the LUMO energy, the calculation gives 0.88 eV. Its energy relative to the best compared isomer or geometry (same formula, charge and spin) is 4.041 eV. The electronic energy is -13416.5475 eV. The HOMO-LUMO gap is 8.431 eV. The SMILES is C[C@H]1[C@@H](N)[C@H]1N.NNC=O.

Taken from the Mulliken analysis, the atomic charges in e are:
1 C -1.660
2 C 0.254
3 C -0.008
4 N -0.410
5 C -0.256
6 N -0.686
7 H 0.391
8 H 0.359
9 H 0.326
10 H 0.406
11 H -0.298
12 H 0.219
13 H 0.300
14 H 0.321
15 H 0.283
16 H 0.287
17 N -0.789
18 N 0.080
19 C -0.102
20 O -0.438
21 H 0.439
22 H 0.380
23 H 0.206
24 H 0.394

---

9.
The following is a DFT calculation (ωB97M-V/def2-TZVPD) of a structure of composition C5H14N4O.

ORCA input file:
```
! RIJCOSX wB97M-V def2-TZVPD def2/J DEFGRID3
* xyz 0 1
C -0.264 -1.424 -1.907
C -2.282 0.806 0.118
C -0.888 0.821 -0.435
O -0.589 -1.043 -0.603
N -0.559 1.540 -1.427
H 0.421 1.506 -1.693
H -0.542 -0.654 -2.642
H -0.808 -2.333 -2.184
H 0.818 -1.596 -2.014
H -2.412 -0.034 0.799
H -2.489 1.745 0.638
H -2.979 0.683 -0.708
C 0.978 -1.532 1.683
N 0.211 0.721 0.844
C 1.094 -0.527 0.575
N 0.921 1.949 1.075
N 2.135 -0.443 -0.147
H -0.338 0.533 1.679
H 1.915 1.748 0.989
H 0.654 2.580 0.322
H 2.113 0.311 -0.829
H 1.483 -1.164 2.581
H -0.064 -1.745 1.916
H 1.471 -2.449 1.369
*
```

The calculation puts the molar mass at 146.2 g/mol. The HOMO energy is -0.3254 hartree. For the LUMO energy, the calculation gives 0.76 eV. Its energy relative to the best compared isomer or geometry (same formula, charge and spin) is 4.510 eV. The electronic energy is -13416.0780 eV. The HOMO-LUMO gap is 9.618 eV.

Taken from the Mulliken analysis, the atomic charges in e are:
1 C -0.829
2 C -1.534
3 C 0.986
4 O -0.555
5 N -0.788
6 H 0.268
7 H 0.358
8 H 0.270
9 H 0.320
10 H 0.380
11 H 0.340
12 H 0.359
13 C -1.528
14 N 0.287
15 C 0.812
16 N -0.835
17 N -0.739
18 H 0.397
19 H 0.325
20 H 0.337
21 H 0.274
22 H 0.333
23 H 0.385
24 H 0.376

---

10.
The following is a DFT calculation (ωB97M-V/def2-TZVPD) of a cluster of 2 separate species, C5H14N5 in total.

ORCA input file:
```
! RIJCOSX wB97M-V def2-TZVPD def2/J DEFGRID3
* xyz 1 1
C 2.081 -0.109 -1.826
C 0.830 -0.504 -1.008
C -1.792 -1.280 1.561
C -1.474 0.182 1.805
C 1.854 1.196 0.083
N 2.210 1.249 -1.332
N -2.052 -1.306 0.107
N -1.937 0.030 -0.432
N 1.016 0.081 0.281
N -1.223 0.728 0.459
H 2.982 -0.745 -1.666
H 1.843 -0.047 -2.824
H -0.150 0.055 -1.413
H 0.554 -1.605 -1.028
H -0.929 -1.854 1.853
H -2.599 -1.575 2.168
H -2.100 0.840 2.441
H -0.450 0.097 2.319
H 2.661 1.136 0.837
H 1.272 2.040 0.541
H 3.045 1.748 -1.486
H -2.719 -1.972 -0.358
H -1.546 -0.114 -1.462
H -1.377 1.727 0.378
*
```

The calculation puts the molar mass at 144.2 g/mol. The HOMO energy (alpha / beta) is -0.4459 / -0.4581 hartree. For the LUMO energy (alpha / beta), the calculation gives -5.42 / -4.10 eV. Its energy relative to the best compared isomer or geometry (same formula, charge and spin) is 5.382 eV. The electronic energy is -12850.0470 eV. The HOMO-LUMO gap (alpha / beta) is 6.710 / 8.365 eV.

Taken from the Mulliken analysis, the atomic charges in e are:
1 C -0.615
2 C 0.148
3 C -0.493
4 C -0.405
5 C -0.606
6 N -0.352
7 N -0.139
8 N -0.387
9 N -0.159
10 N 0.137
11 H 0.305
12 H 0.393
13 H -0.352
14 H 0.383
15 H 0.222
16 H 0.370
17 H 0.406
18 H 0.210
19 H 0.322
20 H 0.327
21 H 0.244
22 H 0.269
23 H 0.493
24 H 0.276

---

11.
The following is a DFT calculation (ωB97M-V/def2-TZVPD) of a cluster of 2 separate species, C5H14NO in total.

ORCA input file:
```
! RIJCOSX wB97M-V def2-TZVPD def2/J DEFGRID3
* xyz 0 2
C 2.185 1.163 -1.622
C 0.677 1.236 -1.810
C -0.117 0.551 -0.707
C -1.628 0.611 -0.920
H 2.517 1.596 -0.678
H 2.692 1.685 -2.433
H 2.525 0.126 -1.656
H 0.414 0.827 -2.790
H 0.355 2.285 -1.845
H 0.126 0.999 0.263
H 0.195 -0.490 -0.640
H -1.944 1.624 -1.167
H -2.148 0.239 -0.040
H -1.905 -0.058 -1.739
N -0.475 -2.438 3.106
C -0.651 -1.445 2.072
O -0.851 -1.908 0.830
H 0.453 -2.541 3.479
H -1.173 -2.444 3.829
H -1.497 -0.811 2.395
H 0.250 -0.809 2.075
*
```

As for the expectation value of S²: 0.7539. The calculation puts the molar mass at 104.2 g/mol. The HOMO energy (alpha / beta) is -0.3613 / -0.3594 hartree. For the LUMO energy (alpha / beta), the calculation gives 0.94 / -1.48 eV. Its energy relative to the best compared isomer or geometry (same formula, charge and spin) is 0.810 eV. The electronic energy is -8947.3043 eV. The HOMO-LUMO gap (alpha / beta) is 10.767 / 8.304 eV.

Taken from the Mulliken analysis, the atomic charges in e are:
1 C -1.266
2 C -0.389
3 C -0.115
4 C -1.307
5 H 0.310
6 H 0.370
7 H 0.304
8 H 0.327
9 H 0.330
10 H 0.233
11 H 0.229
12 H 0.378
13 H 0.290
14 H 0.297
15 N -0.508
16 C -0.061
17 O -0.327
18 H 0.208
19 H 0.221
20 H 0.253
21 H 0.227